Record 1
The following is a DFT calculation (ωB97M-V with the def2-TZVPD basis set) of the molecule C5H10N2.

E_LUMO (alpha / beta): 0.7 / 0.7 eV
E_HOMO (alpha / beta): -7.5 / -7.5 eV
Calculated total energy: -305.90623 Ha
Frontier orbital gap (alpha / beta): 0.3026 / 0.3026 hartree
Energy relative to the best compared isomer or geometry (same formula, charge and spin): 308.81 kJ/mol

Last column: Mulliken charge in e.
Geometry (Å):
C (0.9214, -1.3402, -0.0419)  -0.498
H (3.2325, -0.1917, 0.9365)  0.341
H (-3.5837, 0.6200, 0.9634)  0.280
H (1.9043, -1.7616, -0.0628)  0.329
C (-3.1254, 0.4982, -0.0175)  -1.190
H (3.6735, 1.2790, 0.0376)  0.288
H (-0.6562, 1.4899, -0.2506)  0.303
H (-3.8126, -0.0807, -0.6320)  0.323
H (-1.8803, -1.2654, 0.3560)  0.270
C (-0.6436, 0.4278, -0.0441)  -0.110
H (3.2669, -0.2101, -0.8423)  0.310
H (0.0753, -1.9932, -0.0957)  0.133
N (1.6891, 0.8938, 0.0144)  -0.908
H (-2.9949, 1.4799, -0.4625)  0.329
C (-1.8255, -0.2151, 0.1103)  -0.085
N (0.7340, -0.0350, -0.0057)  0.777
C (3.0251, 0.4043, 0.0369)  -0.892

---

Record 2
The following is a DFT calculation (ωB97M-V with the def2-TZVPD basis set) of a cluster of 3 separate species, C26H39NO8P2S in total.

E_LUMO: 0.6 eV
E_HOMO: -7.9 eV
Calculated total energy: -2751.71807 Ha
Frontier orbital gap: 0.3103 hartree
SMILES: C#CN1c2ccccc2Sc2ccccc21.CCOP(=O)(OCC)OCC.CCOP(=O)(OCC)OCC

Last column: Mulliken charge in e.
Geometry (Å):
H (4.2776, -10.6310, -2.1527)  0.355
C (0.6916, -2.0284, 0.1334)  -0.814
O (3.0736, -9.4648, -1.0418)  -0.356
C (-0.4160, -0.6679, -1.4839)  -0.740
H (-8.1536, 5.2949, 0.7245)  0.332
O (-4.1854, 4.6567, 0.7710)  -0.341
C (-7.9044, 7.4240, 0.8253)  -0.998
C (-0.2756, -1.8916, -0.8612)  -0.567
O (3.4396, -7.1260, -1.6453)  -0.388
C (2.6583, 3.7267, 0.5415)  -0.516
C (2.4715, 5.0554, 0.2183)  -0.788
O (-4.0206, 7.0810, 0.5255)  -0.383
C (-1.8487, 4.0509, 1.1593)  -0.681
C (1.0882, 3.0812, -1.1181)  0.646
O (1.9793, -7.0228, 0.3409)  -0.791
P (-4.8072, 5.9809, 1.4500)  1.025
H (1.3987, 6.4701, -1.0026)  0.480
N (2.2571, 1.3449, 0.3133)  -0.023
H (6.1184, -5.7431, -0.1057)  0.413
H (-2.0139, 6.8193, 2.3765)  0.165
C (5.3109, -10.1553, -0.3435)  -1.077
H (3.3801, 3.5012, 1.3167)  0.449
H (-1.3158, -6.0861, -1.3209)  0.352
O (1.1933, -8.3114, -1.5660)  -0.339
C (1.9616, 2.7040, -0.1095)  0.703
H (-3.0579, 8.8476, 0.3428)  0.355
C (0.8871, 4.4208, -1.4381)  -0.805
C (1.5639, 5.4260, -0.7718)  -0.535
H (6.3347, -10.2755, -0.6987)  0.337
H (0.4114, -5.8008, -1.6036)  0.220
H (-2.0592, 3.0264, 1.4698)  0.375
H (0.1977, 4.7123, -2.2236)  0.352
H (-8.7916, 7.6929, 1.4005)  0.350
H (-1.2918, 8.3965, 2.0355)  0.439
C (0.3962, 0.4070, -1.1373)  0.848
C (-1.8793, 7.5832, 1.6073)  -0.791
H (4.8127, -8.9775, -2.0998)  0.260
H (1.6574, 1.4933, 3.8833)  0.431
O (-6.1748, 5.7329, 0.5995)  -0.357
H (5.2552, -7.1975, 0.4090)  0.168
H (-7.1197, 8.1515, 1.0314)  0.271
C (2.0191, 1.3796, 2.8889)  -0.061
H (-7.4551, 5.8450, 2.2348)  0.331
H (3.6957, -5.4220, -0.4758)  0.274
C (4.3919, -9.7726, -1.4888)  -0.163
S (0.1510, 1.9048, -2.0473)  -0.360
C (-3.2200, 8.0979, 1.1192)  -0.384
C (-7.4572, 6.0143, 1.1590)  -0.305
C (2.1754, 1.3533, 1.7022)  -0.612
H (4.9897, -11.0964, 0.1039)  0.347
H (4.5422, -5.4724, -2.0104)  0.348
C (-0.1051, -7.8645, -1.1778)  -0.366
C (-2.8955, 4.5312, 0.1740)  -0.226
C (1.3457, 0.2995, -0.1329)  0.319
H (-3.7542, 8.5927, 1.9321)  0.309
H (-1.1728, -0.5632, -2.2535)  0.356
H (6.1190, -7.1818, -1.1315)  0.246
C (5.5116, -6.5792, -0.4547)  -0.919
H (-8.1446, 7.5056, -0.2362)  0.279
H (0.8518, -2.9766, 0.6316)  0.465
H (-0.8587, 4.0755, 0.7024)  -0.009
H (-0.5546, -6.5717, -2.8437)  0.305
H (5.2933, -9.4020, 0.4447)  0.261
H (-0.8187, -8.5977, -1.5575)  0.324
H (3.0224, 5.8237, 0.7473)  0.374
P (2.4994, -8.0108, -0.6394)  1.048
H (-3.0104, 3.7818, -0.6114)  0.384
H (-2.5879, 5.4443, -0.3307)  0.274
H (-1.8412, 4.6631, 2.0623)  0.251
O (-5.2899, 6.7617, 2.6178)  -0.801
H (-0.2041, -7.8580, -0.0934)  0.337
C (4.2598, -6.0738, -1.1449)  -0.282
H (2.2162, -1.1035, 1.2602)  0.422
C (-0.4088, -6.5008, -1.7645)  -0.914
H (-0.8719, -2.7626, -1.1015)  0.439
C (1.4727, -0.9446, 0.4882)  -0.478
H (-1.3050, 7.1406, 0.7916)  0.154

---

Record 3
The following is a DFT calculation (ωB97M-V with the def2-TZVPD basis set) of a structure of composition C36H65BaN2O7P2S2Si.

Total charge: -1
E_LUMO: 2.1 eV
E_HOMO: -3.4 eV
Calculated total energy: -3841.33335 Ha
Frontier orbital gap: 0.2003 hartree
Energy relative to the best compared isomer or geometry (same formula, charge and spin): 173.28 kJ/mol

Last column: Mulliken charge in e.
Geometry (Å):
H (-2.0768, 4.2051, -1.2392)  0.100
H (-5.4235, 3.4951, -1.4652)  0.338
H (3.4420, -1.3907, -2.7293)  0.378
H (2.4954, -3.4753, 0.5337)  0.006
H (-1.8061, 1.3803, -5.8602)  0.187
H (-0.3256, 4.1317, -1.4924)  -0.174
C (5.7270, -4.3720, 4.9469)  -1.485
H (-0.2052, -4.5410, -0.8568)  0.322
H (3.9161, 2.9856, -3.6919)  0.365
C (-0.9127, -4.1556, 1.7028)  -0.235
O (0.6743, -0.0147, 5.2393)  -0.791
C (2.1219, 3.6260, 3.5411)  -0.639
C (-3.6960, -1.2498, -4.6435)  -1.585
C (-3.7251, -0.1922, 3.6282)  -0.984
O (-0.1164, -3.3338, 0.8293)  0.104
H (6.2594, -4.5351, 4.0087)  0.344
C (-2.1207, -3.6374, -0.3365)  0.696
H (5.4206, -5.3505, 5.3229)  0.315
H (-0.2581, -2.7860, -1.1480)  0.055
C (1.2229, 3.2828, 1.3683)  -0.340
C (-5.6102, 2.4239, -1.5681)  -1.993
N (1.1241, 1.9649, 1.5596)  0.558
H (-2.9804, 3.6960, -4.8301)  0.207
H (-3.9990, -0.4521, -0.5425)  -0.158
H (6.4251, -3.9417, 5.6642)  0.353
H (3.8600, 0.5253, 0.8995)  0.177
H (-4.7889, -0.0984, 3.8629)  0.323
H (1.7688, 5.2139, 2.1085)  0.445
C (4.5332, -3.4783, 4.7430)  0.943
H (2.9665, -3.5459, -1.1593)  0.482
H (-0.9039, -3.6905, 2.6854)  0.099
H (-5.4411, 0.7014, -5.4448)  0.344
C (-3.5277, -1.2302, 2.5236)  -0.690
H (-1.9625, -0.2573, -6.5328)  0.581
H (-3.2983, 0.7934, 3.3858)  0.044
H (-4.6878, -1.3313, -4.1933)  0.309
C (1.5190, 1.4634, 2.7370)  0.273
H (-5.6080, 2.1632, -2.6278)  0.163
C (2.3112, -1.8472, 4.3652)  -0.568
H (1.8378, -3.1115, 2.6979)  0.592
C (3.6427, -3.7213, 3.6973)  -0.788
H (4.9640, -2.2131, 6.4163)  0.336
H (-2.9623, -1.6317, -3.9330)  0.178
C (2.5340, -2.9173, 3.5055)  0.108
C (-3.3952, 0.2079, -4.9784)  1.832
C (-0.3892, 4.2497, -4.2505)  -1.475
P (2.6345, 1.5986, -2.0923)  0.896
S (-1.3369, -0.4326, -1.9959)  -0.109
S (0.9541, -0.7610, 4.0387)  1.552
O (-0.1094, -1.6348, 3.5403)  -0.620
C (-4.4652, 2.0316, 0.6267)  -1.536
H (-4.4887, 0.1901, -6.8540)  0.381
Si (-2.3680, 1.2270, -2.5798)  -2.576
C (2.0327, 2.2705, 3.7640)  -0.731
C (-2.3115, -4.2348, 1.0717)  -0.847
H (-2.5314, -2.6292, -0.3856)  -0.652
H (-6.5960, 2.2019, -1.1520)  0.467
H (1.4716, -0.0501, -3.4263)  0.101
H (3.5757, -0.9008, 1.8858)  0.068
C (3.1674, -3.0460, -0.2092)  -1.322
H (-2.5899, -4.2296, -1.1225)  0.539
P (2.8187, -1.2453, -0.3985)  1.341
N (1.4134, 0.0861, 2.8087)  -0.110
C (-2.8437, 4.1745, -3.8587)  -1.567
H (4.0958, 3.5475, -2.0131)  0.455
C (4.2832, -2.4100, 5.5961)  -0.730
H (-3.6938, 1.4507, 1.1336)  0.099
H (4.8592, -1.4461, -1.6844)  0.604
H (4.6545, 0.6861, -3.0982)  0.638
C (-1.2706, 4.4782, -1.9203)  -1.103
H (2.5136, 4.2767, 4.3139)  0.397
C (3.3916, 3.1479, -2.7459)  -1.511
C (-4.8236, 0.1312, -0.9519)  -1.076
C (1.8604, 0.9509, -3.6187)  -0.802
C (-4.4608, 0.7589, -5.9214)  -1.800
H (-5.4167, 1.8407, 1.1282)  0.413
H (2.9752, -0.7619, 6.0792)  0.466
H (-3.0320, -3.6489, 1.6434)  0.306
H (-2.9192, 5.2580, -3.9852)  0.553
H (4.9585, -0.8762, 0.7599)  0.539
H (-4.2516, 1.8052, -6.1525)  0.317
O (-2.7736, -0.7914, 1.6044)  0.645
C (3.9199, -0.5646, 0.9089)  -1.276
H (-1.2436, -0.0170, -4.9274)  0.163
C (-2.0132, 0.3364, -5.6164)  -1.204
C (3.1759, -1.5910, 5.4136)  -0.795
C (1.7118, 4.1550, 2.3182)  -0.623
H (2.6138, 3.8975, -2.8989)  0.351
H (-1.2336, 5.5658, -2.0234)  0.477
H (-5.7258, -0.1096, -0.3850)  0.569
H (0.9901, 1.5535, -3.8764)  -0.065
H (0.8980, 3.6386, 0.3968)  0.053
O (-1.3222, 2.4050, -3.1225)  0.924
C (-4.5336, 1.6250, -0.8397)  1.902
H (4.8598, 0.9521, -1.3699)  0.361
H (-3.2409, -0.5915, 4.5262)  0.314
H (-0.4982, 3.7079, -5.1920)  0.351
H (2.5716, 0.9298, -4.4516)  0.502
Ba (-0.4533, -0.4566, 1.2400)  0.510
H (4.2054, -3.2371, 0.0766)  0.438
H (-4.9761, -0.1524, -1.9940)  0.038
H (-0.4428, -5.1444, 1.7673)  0.386
H (2.3254, 1.8225, 4.7015)  0.475
H (0.5986, 4.0280, -3.8436)  -0.053
H (-2.6498, -5.2714, 1.0274)  0.290
C (-0.6098, -3.5853, -0.4960)  -0.646
C (3.9106, -0.9258, -1.8579)  -1.253
H (3.8223, -4.5512, 3.0229)  0.421
C (4.1703, 0.5596, -2.1234)  -1.200
H (-3.6410, 3.8417, -3.2015)  0.067
O (-3.2616, 1.9693, -1.3998)  0.727
C (-1.4790, 3.8105, -3.2776)  2.043
H (-0.4546, 5.3215, -4.4497)  0.427
H (-3.6749, -1.8585, -5.5512)  0.513
H (-4.2272, 3.0945, 0.7100)  0.347
O (-3.4813, 0.9982, -3.8008)  0.126

---

Which formula does entry 1 have?
C5H10N2

---

Among the records above, which one has the highest calculated total energy?
C5H10N2

---

calculated total energy of number 2 (C26H39NO8P2S)?
-2751.71807 Ha

---

The lowest calculated total energy belongs to which entry?
C36H65BaN2O7P2S2Si